This record from OMol25 describes 9 unconnected molecules or ions with the total composition C32H69F9N3O19P3 in a non-equilibrium geometry. The level of theory is ωB97M-V/def2-TZVPD.

LUMO ... -0.5488 eV
Total energy ... -130008.2031 eV
Energy relative to the best compared isomer or geometry (same formula, charge and spin) ... 0.0 kcal/mol

XYZ file:
```
135
Properties=species:S:1:pos:R:3:forces:R:3
C 19.167614 -5.411825 -5.601784 -0.9080 0.3892 -0.5795
C 18.753349 -6.886873 -5.517470 1.1548 1.2141 1.3852
C 17.419078 -7.051447 -4.828643 -1.0812 -0.8242 0.6962
C 16.157460 -6.722451 -5.646404 0.5355 0.0830 0.2448
N 14.907974 -7.344815 -5.114717 -1.0762 1.1387 0.2222
C 14.394764 -6.721803 -3.766063 0.5453 -0.4752 -1.4571
C 13.004623 -7.317246 -3.701061 -0.3899 0.5494 1.0580
C 12.465539 -7.393801 -5.130905 0.5404 -0.9823 -0.7696
C 13.672012 -6.933767 -5.941967 0.7663 -0.1832 -0.4829
C 14.989805 -8.849909 -5.059406 -0.1586 0.5250 1.3458
H 18.474759 -4.918904 -6.293523 0.3607 0.2250 -0.1978
H 20.190842 -5.281883 -5.947941 -0.0630 -0.0565 -0.1469
H 19.058305 -4.854317 -4.668673 0.0737 -0.3292 0.2186
H 19.456988 -7.273991 -4.772887 0.1379 -0.6497 -0.4842
H 18.898030 -7.333798 -6.495476 -0.3570 -0.3925 0.1099
H 17.421496 -6.502777 -3.879826 0.0291 0.6003 -0.2942
H 17.330778 -8.056760 -4.397526 0.0356 -0.2782 -0.6699
H 16.266381 -7.082769 -6.669722 0.0544 0.0493 -0.0715
H 15.992960 -5.645645 -5.644287 -0.0812 0.0307 -0.2244
H 15.073650 -6.942279 -2.948415 -0.0328 -0.1661 0.0042
H 14.360966 -5.650871 -3.959870 0.2453 0.0169 0.0885
H 13.132789 -8.265310 -3.180348 -0.7471 -0.1557 -0.1725
H 12.349927 -6.646283 -3.143628 0.1525 -0.2979 0.4448
H 12.180088 -8.407467 -5.420745 0.0723 -0.0628 0.2206
H 11.575154 -6.811899 -5.356217 0.1933 0.3960 0.2756
H 13.832594 -7.349515 -6.934680 -0.3665 -0.0605 -0.0526
H 13.676583 -5.846176 -5.995995 0.2751 -0.0022 -0.1506
H 15.772314 -9.289949 -5.668132 -0.1451 0.3816 -0.4363
H 13.991742 -9.223101 -5.260372 0.2603 -0.5009 -0.1393
H 15.254974 -9.041699 -4.019931 -0.0847 -0.5060 -0.0737
P 12.415476 -12.323083 -5.841663 -0.9794 -0.3156 -1.8387
F 13.713548 -11.680730 -6.568600 0.4513 0.1415 0.0986
F 11.535754 -12.012302 -7.174195 0.4334 -0.6885 -1.0605
F 12.867631 -13.794112 -6.403621 -0.2437 0.3280 0.2335
F 11.043191 -12.977171 -5.263173 0.8239 0.0217 1.1255
F 13.295616 -12.589965 -4.504102 -0.9545 0.5828 -0.1881
F 11.942580 -10.831636 -5.426142 0.5694 0.2642 1.6443
C 6.837427 -7.646049 -9.385697 0.5717 0.7171 -0.5295
C 7.814688 -8.812358 -9.537830 -1.1869 0.0551 0.0303
C 8.643410 -9.005706 -8.268216 0.2738 -1.9924 0.3285
O 7.872531 -9.725419 -7.263114 -0.0463 1.9106 -0.0803
C 8.515641 -9.669328 -5.992855 -0.1849 -1.2757 -0.3712
N 7.003587 -10.020399 -9.856832 1.0625 -0.0733 1.1495
H 7.425072 -6.729762 -9.254664 -0.1348 0.0702 0.0873
H 6.123328 -7.698414 -8.565653 0.1552 -0.4405 0.1204
H 6.274861 -7.524852 -10.311301 -0.0600 -0.0791 0.0311
H 8.454648 -8.633210 -10.403665 0.2355 0.2710 0.2221
H 9.083086 -8.098873 -7.848954 -0.2231 0.2175 -0.0653
H 9.442678 -9.734888 -8.457029 0.4542 0.4458 -0.3758
H 9.386270 -10.330032 -6.045230 0.2694 0.2162 0.2605
H 7.825128 -10.116789 -5.282104 -0.0337 0.0854 0.0444
H 8.801544 -8.674720 -5.641469 -0.0968 0.2070 -0.3111
H 7.635024 -10.728063 -10.234502 -0.0900 0.1029 -0.2239
H 6.902498 -10.357124 -8.894604 -0.9486 -0.4975 -0.3632
C 6.873942 -17.801111 -8.902324 1.7988 0.7092 -0.6631
C 6.569676 -16.311680 -8.705847 -0.1101 -0.9793 0.8048
C 7.668956 -15.357117 -9.155311 -0.4546 -0.4205 0.7169
O 7.397247 -14.131448 -8.505177 0.0630 0.1968 -0.5224
C 8.483844 -13.229422 -8.483824 -0.2366 0.1979 1.0334
N 5.224262 -16.028565 -9.268546 0.8023 0.1685 0.6579
H 7.242249 -17.915862 -9.928292 -1.0790 -0.6431 -0.2926
H 6.074990 -18.430940 -8.524126 -0.1954 -0.1237 -0.6278
H 7.788563 -18.118132 -8.385932 -0.2184 0.3683 0.5791
H 6.539559 -16.244745 -7.608327 0.0265 0.6295 0.0064
H 7.709376 -15.233330 -10.242254 0.0057 -0.0290 -0.0662
H 8.615033 -15.762647 -8.775406 0.1326 -0.0135 -0.2087
H 9.209506 -13.509396 -7.711224 0.2275 -0.2786 -0.2309
H 8.067375 -12.295720 -8.104486 0.0839 0.1965 -0.3546
H 8.995828 -13.093629 -9.439534 -0.1637 -0.0547 -0.1373
H 5.034826 -15.051993 -9.045729 -0.1110 -0.0336 -0.1614
H 4.640407 -16.554266 -8.621435 -0.4817 0.1057 -0.4148
C 18.626088 -11.012776 -10.711368 0.2002 -0.7746 -0.4816
O 19.431006 -10.196788 -9.863053 -0.3926 0.5443 0.5356
P 18.844817 -9.554184 -8.524440 -0.1825 -0.5254 0.6009
O 18.322522 -8.182489 -8.658402 0.3566 -0.6668 0.2505
O 17.757332 -10.592036 -7.903763 0.9943 0.4685 -0.7706
C 16.420910 -10.602023 -8.400154 -1.3144 1.1991 0.7308
O 20.046725 -9.744522 -7.486466 -0.8813 0.6509 -1.1174
C 20.866355 -10.904956 -7.452974 -0.0008 -0.8830 0.8617
H 18.633734 -12.020126 -10.290428 -0.3384 0.0255 -0.1189
H 19.103343 -11.059691 -11.689583 0.1694 0.1291 0.1417
H 17.608289 -10.664055 -10.887272 0.0537 0.2091 0.3855
H 16.129008 -11.522642 -8.893091 0.4145 -0.0082 -0.1689
H 16.195689 -9.691026 -8.963325 0.3587 -0.2874 -0.5573
H 15.742482 -10.462145 -7.552206 0.1731 -0.5304 0.1503
H 20.828280 -11.556023 -8.326548 0.0301 0.5820 -0.3707
H 20.520929 -11.548757 -6.637390 0.0702 0.2196 0.1327
H 21.876125 -10.571681 -7.228778 0.0338 -0.0905 -0.2051
C 14.429097 -16.714301 -7.512009 -1.0542 -0.9058 -0.0019
O 15.258188 -15.565893 -7.506017 0.1120 0.2800 0.7014
P 16.077642 -15.130382 -8.780359 -0.0047 -0.8723 -1.3027
O 17.071073 -16.107096 -9.258329 -0.6594 0.5525 0.1327
O 14.936529 -14.786920 -9.846264 0.5720 -0.3829 0.5544
C 13.884842 -13.844614 -9.602784 0.1559 1.0712 -0.4408
O 16.706417 -13.726075 -8.395106 -0.1507 -0.1583 -0.2198
C 18.067301 -13.678727 -7.962804 0.0493 -0.0805 2.0632
H 13.423013 -16.475372 -7.162859 0.0928 0.5450 0.0335
H 14.774700 -17.497641 -6.837800 0.5478 0.1683 -0.0369
H 14.276826 -17.180177 -8.485631 0.4200 0.2461 -0.2184
H 13.872867 -13.387364 -8.612797 0.1726 -0.4139 0.1505
H 12.901087 -14.252330 -9.823672 0.1698 -0.4208 0.0839
H 14.070640 -13.041558 -10.319392 -0.2017 0.0852 0.0226
H 18.832476 -13.784859 -8.724731 -0.3236 0.0910 -0.3672
H 18.260159 -14.411102 -7.172603 -0.1134 -0.5431 -0.4564
H 18.138936 -12.771874 -7.368306 0.2386 0.3957 -0.6644
C 10.442625 -15.995263 -4.482497 -0.7804 -0.0010 1.9639
C 9.211331 -16.412298 -5.287530 0.1801 0.9498 0.1252
O 8.436223 -17.172491 -4.392252 -0.4550 0.7554 -1.0217
C 9.087472 -17.351401 -3.242138 0.1932 -0.4175 1.0768
O 8.598937 -17.846551 -2.271874 0.3522 0.0782 -0.3883
O 10.339011 -16.889611 -3.343470 1.0915 -0.6593 0.1140
F 9.466075 -17.205328 -6.368218 0.2342 0.2334 -0.0518
H 10.297695 -15.067891 -3.921210 -0.2793 0.5079 -1.1364
H 11.428667 -15.923183 -4.932895 -0.1125 -0.7495 -0.2575
H 8.702322 -15.484283 -5.562826 -0.4350 -0.5123 -0.5002
C 14.392514 -14.985870 -3.340137 1.1071 -0.4666 -1.1664
C 15.158490 -16.131660 -4.019092 -1.0766 -0.1834 1.1029
O 14.691076 -17.234018 -3.223737 0.2205 0.2781 -0.9967
C 14.314824 -16.763856 -1.999944 -0.2217 -0.1085 -0.2545
O 13.958929 -17.452044 -1.106577 0.2317 0.1344 0.1480
O 14.366388 -15.411324 -2.005753 -0.2452 0.0215 0.9836
F 16.507441 -16.089109 -3.830446 0.1504 0.4380 -0.1638
H 13.376611 -14.956983 -3.736352 0.1106 0.2674 -0.1053
H 14.927512 -14.053168 -3.490825 -0.2542 0.1382 0.3627
H 14.943068 -16.200420 -5.082652 0.0303 -0.5046 0.1745
C 9.654072 -12.428912 -1.343017 0.0169 0.3453 -0.4685
C 9.777398 -11.129813 -2.139224 -0.0189 0.2397 -0.3993
O 8.975225 -11.401655 -3.270742 0.5026 1.3088 0.8727
C 8.794865 -12.718523 -3.413128 -0.2799 -0.7471 -0.0582
O 8.235309 -13.179813 -4.348894 0.1100 -0.5613 0.1351
O 9.285965 -13.393274 -2.329951 -0.1657 0.3491 -0.5770
F 11.031837 -10.801582 -2.584352 0.2785 -0.5383 0.0955
H 8.808933 -12.283329 -0.668841 0.1921 -0.2588 0.3029
H 10.566917 -12.751716 -0.853132 -0.0426 0.0849 0.1110
H 9.467479 -10.222353 -1.618119 -0.5510 -0.2881 -0.0543
```
Forces are in eV/Å.